Record 1
This record from the Open Molecules 2025 dataset describes C3H3AlO as an isolated structure at a distorted geometry. The level of theory is wB97M-V/def2-TZVPD.

Structure (ORCA input):
```
! RIJCOSX wB97M-V def2-TZVPD def2/J DEFGRID3
* xyz 3 2
H 1.028 1.580 -0.333
O 1.434 -0.963 -0.017
C 0.152 1.224 0.211
C -0.574 0.160 -0.243
C 0.294 -1.008 -0.396
H -0.212 1.809 1.059
H -1.630 0.006 -0.030
Al -0.492 -2.809 -0.250
*
```

Output
Highest occupied orbital energy (spin up / spin down)   -27.792 / -27.412 eV
HOMO-LUMO gap (spin up / spin down)   7.97 / 7.74 eV
Relative energy (zero: lowest compared OMol25 entry of this formula, charge and spin)   0.00 kcal/mol
<S²>   0.838

natural (NBO) charges, unit e, in atom order:
1 H 0.324
2 O -0.116
3 C 0.176
4 C -0.048
5 C 0.112
6 H 0.340
7 H 0.324
8 Al 1.888

=====

Record 2
This record from the Open Molecules 2025 dataset describes a 2-piece molecular cluster, C3H9NO3 overall at a distorted geometry. The level of theory is wB97M-V/def2-TZVPD.

Structure (ORCA input):
```
! RIJCOSX wB97M-V def2-TZVPD def2/J DEFGRID3
* xyz 0 1
C -0.031 0.836 0.391
C 0.619 1.537 -0.848
O -0.358 2.195 -1.723
C 1.023 -0.071 1.010
N 0.690 -1.415 1.070
O 2.209 0.249 1.106
H -0.883 0.111 0.140
H -0.336 1.595 1.098
H 1.287 2.265 -0.349
H 1.277 1.004 -1.480
H -1.083 2.587 -1.146
H 1.385 -1.954 1.635
H -0.103 -1.738 0.602
H -3.014 -2.906 0.225
H -3.238 -1.873 -0.875
O -3.075 -2.819 -0.715
*
```

Output
Highest occupied orbital energy   -9.948 eV
HOMO-LUMO gap   10.27 eV
Relative energy (zero: lowest compared OMol25 entry of this formula, charge and spin)   36.96 kcal/mol

natural (NBO) charges, unit e, in atom order:
1 C -0.522
2 C -0.055
3 O -0.719
4 C 0.671
5 N -0.845
6 O -0.612
7 H 0.195
8 H 0.234
9 H 0.177
10 H 0.198
11 H 0.462
12 H 0.418
13 H 0.397
14 H 0.465
15 H 0.470
16 O -0.934